{
  "formula": "BrCl3P2",
  "method": "the ωB97M-V functional and the def2-TZVPD basis",
  "elements": ["P", "P", "Cl", "Cl", "Cl", "Br"],
  "coordinates": [[0.13199, 0.89719, 0.93612], [-1.48087, -0.53952, 0.33158], [0.17270, 2.09164, -0.66891], [1.83266, -0.05023, 0.81502], [-1.21775, -1.89896, 1.63087], [0.56127, -0.50013, -3.04469]],
  "forces_ev_per_angstrom": [[-1.4, 0.5, 0.2], [0.5, 2.2, -2.6], [-0.2, 0.2, -0.1], [1.2, -0.9, 0.0], [0.5, -1.8, 1.6], [-0.6, -0.1, 1.0]],
  "relative_energy_kj_mol": 346.8,
  "e_homo_ev": [-8.54, -8.53]
}